C19H40BBrClN4O7 | ωB97M-V/def2-TZVPD

Geometry as XYZ:
```
73
Properties=species:S:1:pos:R:3
N -1.9373 -3.4970 1.5679
C -0.0570 -0.3567 -7.9630
C 3.1878 3.3431 5.0028
H -1.1244 -2.4930 -6.3061
C -1.5703 -3.6979 -1.8678
H -1.8471 -0.7360 -5.2085
H -3.7470 -1.4021 2.3839
C -2.6961 -1.3253 2.6819
B 2.5533 5.8023 6.1083
H 0.4190 4.5669 7.1026
H 0.4885 3.4271 -7.0773
H -2.4910 -3.2805 3.5764
H 1.5823 1.2265 4.3613
N 3.8565 2.2381 7.6155
H -2.7032 -0.8871 3.6869
H -1.5305 -0.6546 -3.4665
C -1.0612 -0.7469 -4.4490
H 1.5479 -1.0871 2.6942
H 0.1908 -0.8375 -8.9139
C -3.2422 -3.9548 1.0919
H -1.4960 -2.9415 0.8428
H -0.9065 1.3194 -8.9982
H 2.3317 1.0626 2.6974
O -1.9955 -0.3913 1.8649
N 3.9775 1.3835 6.6143
H -0.7733 -3.5519 -1.1323
H 1.1079 -1.0188 4.4661
C 0.3408 4.8553 5.9894
O -0.7549 1.7635 -7.0169
C -3.1293 -4.5689 -0.3029
H -3.3744 -0.7402 0.3220
C 1.9976 -0.8949 3.7400
H -1.0269 -0.7374 -7.6235
H 1.0052 2.1143 -5.9707
H -0.9745 -2.5246 3.1120
O 3.7532 0.9327 4.2523
C 1.0206 -2.0468 -6.5556
C -0.1967 1.1493 -8.1821
H -2.3905 -5.3762 -0.3267
H 1.1598 -2.6874 -7.4331
H 3.4076 4.2550 8.5774
H -3.6390 -4.7032 1.7844
H 0.4845 3.9525 5.2927
H -0.3997 0.1131 -4.5741
C 0.1471 2.6551 -6.3807
O -2.8477 -3.5484 -1.2638
H -4.0988 -4.9989 -0.5750
H 1.9138 -2.1654 -5.9351
H -1.4736 -4.6824 -2.3360
H 0.7567 1.6019 -8.4726
Cl 4.2894 1.5905 9.1774
H -2.1910 0.5532 0.0651
C -2.3351 -0.4445 0.4855
O 3.3319 6.9742 6.3292
H -1.4702 -2.9341 -2.6415
C 3.0642 4.2673 6.2708
H -1.6601 -1.1204 -0.0439
O -0.3084 -1.9515 -4.4627
H 2.8384 -1.6151 4.0009
C 3.4557 3.6046 7.6444
H -0.0194 -3.6201 -5.5570
O 1.1834 5.9929 5.6537
Br 2.7950 4.0033 3.2007
H 2.6660 7.6946 6.4763
H -3.9528 -3.1226 1.0352
H 0.8518 -0.0641 -6.1671
C 3.6516 1.8635 5.3314
C -0.1838 -2.5534 -5.7482
H -0.3816 3.1395 -5.5573
N 0.9904 -0.6477 -6.9850
C 2.3968 0.6593 3.7764
C -2.0065 -2.6936 2.7885
H -0.7504 5.1968 5.8292
```

Results
**Max |F|**: 4.8 eV Å⁻¹
**2S+1**: 1
**Total energy**: -123872.341 eV
**ΔE to the lowest compared entry with this formula, charge and spin**: 95.77 kcal per mole
**Charge**: +1